Model A:
Computed, not measured: one molecule with the formula C25H29N3O4S, with the ωB97M-V functional and the def2-TZVPD basis.

Output
**HOMO-LUMO gap**: 8.9 eV
**Structure (SMILES)**: CCN(c1ccccc1)S(=O)(=O)c1cccc(C(=O)NC[C@H](c2ccco2)N2CCCC2)c1
**Molecular weight**: 467.6 g/mol

Element x y z (Å)
C (-1.913, 6.500, -0.398)
C (-1.984, 5.119, 0.244)
N (-1.236, 4.171, -0.558)
C (-1.750, 2.903, -0.868)
C (-2.610, 2.215, -0.017)
C (-3.045, 0.944, -0.351)
C (-2.616, 0.338, -1.518)
C (-1.758, 1.018, -2.366)
C (-1.336, 2.296, -2.052)
S (0.444, 4.226, -0.452)
O (1.016, 4.225, -1.763)
O (0.786, 5.301, 0.433)
C (0.787, 2.657, 0.348)
C (0.587, 2.560, 1.712)
C (0.689, 1.321, 2.323)
C (0.977, 0.196, 1.567)
C (1.194, 0.303, 0.196)
C (1.424, -0.889, -0.680)
O (0.949, -0.960, -1.795)
N (2.213, -1.852, -0.148)
C (2.389, -3.119, -0.806)
C (1.451, -4.244, -0.293)
C (0.026, -3.778, -0.238)
C (-1.082, -4.276, -0.860)
C (-2.164, -3.448, -0.475)
C (-1.637, -2.508, 0.351)
O (-0.316, -2.700, 0.504)
N (1.995, -4.824, 0.932)
C (1.685, -6.229, 1.141)
C (0.357, -6.273, 1.914)
C (0.390, -4.981, 2.743)
C (1.605, -4.200, 2.187)
C (1.095, 1.550, -0.412)
H (-2.513, 7.205, 0.173)
H (-0.882, 6.839, -0.416)
H (-2.288, 6.455, -1.417)
H (-3.022, 4.785, 0.287)
H (-1.577, 5.166, 1.260)
H (-2.930, 2.662, 0.913)
H (-3.718, 0.424, 0.316)
H (-2.942, -0.661, -1.763)
H (-1.413, 0.548, -3.273)
H (-0.671, 2.839, -2.704)
H (0.358, 3.452, 2.273)
H (0.528, 1.228, 3.387)
H (1.000, -0.771, 2.048)
H (2.575, -1.748, 0.785)
H (2.174, -2.946, -1.864)
H (3.420, -3.455, -0.683)
H (1.492, -5.034, -1.051)
H (-1.122, -5.123, -1.514)
H (-3.187, -3.546, -0.775)
H (-2.069, -1.676, 0.870)
H (1.653, -6.774, 0.199)
H (2.487, -6.648, 1.758)
H (0.277, -7.164, 2.532)
H (-0.480, -6.260, 1.216)
H (0.520, -5.188, 3.804)
H (-0.530, -4.412, 2.621)
H (1.383, -3.145, 2.051)
H (2.453, -4.292, 2.873)
H (1.255, 1.650, -1.473)

Model B:
Computed, not measured: one molecule with the formula C25H29N3O4S, with the ωB97M-V functional and the def2-TZVPD basis.

Output
**HOMO-LUMO gap**: 9.3 eV
**Structure (SMILES)**: CCOc1ccc(S(=O)(=O)Nc2ccc(C(=O)NC[C@@H](c3ccccc3)N(C)C)cc2)cc1
**Molecular weight**: 467.6 g/mol

Element x y z (Å)
C (-2.302, -5.083, 0.317)
C (-1.596, -4.001, 1.129)
O (-2.504, -3.103, 1.744)
C (-3.083, -2.118, 1.027)
C (-3.993, -1.321, 1.736)
C (-4.623, -0.263, 1.120)
C (-4.353, 0.011, -0.210)
S (-5.102, 1.445, -0.959)
O (-6.491, 1.529, -0.626)
O (-4.715, 1.523, -2.334)
N (-4.386, 2.711, -0.097)
C (-3.033, 2.664, 0.206)
C (-2.556, 3.052, 1.457)
C (-1.210, 2.955, 1.743)
C (-0.308, 2.482, 0.793)
C (1.117, 2.326, 1.200)
O (1.442, 2.130, 2.356)
N (2.026, 2.447, 0.200)
C (3.408, 2.081, 0.398)
C (3.605, 0.547, 0.309)
C (2.822, 0.058, -0.885)
C (3.322, 0.242, -2.170)
C (2.577, -0.137, -3.272)
C (1.317, -0.689, -3.105)
C (0.812, -0.871, -1.829)
C (1.562, -0.505, -0.724)
N (5.015, 0.197, 0.170)
C (5.844, 0.770, 1.213)
C (5.177, -1.245, 0.143)
C (-0.789, 2.109, -0.461)
C (-2.135, 2.200, -0.753)
C (-3.471, -0.769, -0.927)
C (-2.839, -1.839, -0.317)
H (-1.567, -5.773, -0.088)
H (-2.988, -5.632, 0.956)
H (-2.870, -4.651, -0.503)
H (-1.063, -4.458, 1.967)
H (-0.869, -3.457, 0.515)
H (-4.178, -1.559, 2.771)
H (-5.334, 0.349, 1.652)
H (-4.988, 3.046, 0.640)
H (-3.247, 3.421, 2.202)
H (-0.833, 3.231, 2.715)
H (1.699, 2.521, -0.749)
H (4.016, 2.572, -0.363)
H (3.689, 2.434, 1.391)
H (3.172, 0.106, 1.228)
H (4.305, 0.671, -2.288)
H (2.976, 0.005, -4.266)
H (0.731, -0.973, -3.966)
H (-0.175, -1.288, -1.692)
H (1.161, -0.642, 0.270)
H (5.880, 1.852, 1.109)
H (6.856, 0.386, 1.099)
H (5.488, 0.519, 2.223)
H (6.222, -1.479, -0.053)
H (4.881, -1.719, 1.092)
H (4.571, -1.667, -0.657)
H (-0.125, 1.709, -1.213)
H (-2.511, 1.919, -1.722)
H (-3.296, -0.536, -1.965)
H (-2.161, -2.445, -0.897)

Most stable pick: model B. Distance to second place: 0.853 eV.

Model A:
Computed, not measured: a 2-piece molecular cluster, C5H14N2O overall, with the ωB97M-V functional and the def2-TZVPD basis.

Output
**HOMO-LUMO gap**: 9.3 eV
**Structure (SMILES)**: NC[C@@H]1CCCN1.O
**Molecular weight**: 118.2 g/mol

Element x y z (Å)
N (-1.129, 0.407, 2.578)
C (-1.261, 0.488, 1.060)
C (-0.658, -0.846, 0.451)
C (0.827, -0.745, 0.067)
C (0.768, -0.607, -1.470)
C (-0.479, -1.502, -1.881)
N (-1.421, -1.031, -0.822)
H (-0.971, 1.259, 2.958)
H (-0.342, -0.132, 2.887)
H (-0.696, 1.344, 0.675)
H (-2.441, 0.681, 0.868)
H (-0.864, -1.649, 1.167)
H (1.462, -1.631, 0.230)
H (1.289, 0.005, 0.625)
H (0.516, 0.512, -1.748)
H (1.780, -0.693, -1.984)
H (-0.357, -2.622, -1.751)
H (-0.778, -1.321, -2.841)
H (-2.218, -1.707, -0.728)
O (2.429, 3.311, -0.535)
H (2.808, 2.805, 0.180)
H (1.735, 3.675, 0.015)

Model B:
Computed, not measured: one molecule with the formula C5H14N2O, with the ωB97M-V functional and the def2-TZVPD basis.

Output
**HOMO-LUMO gap**: 9.6 eV
**Structure (SMILES)**: CNC[C@H](C)NCO
**Molecular weight**: 118.2 g/mol

Element x y z (Å)
C (1.928, 0.171, 2.738)
N (1.227, 0.674, 1.590)
C (0.316, -0.368, 0.891)
C (-0.297, 0.220, -0.419)
C (-1.519, 1.093, -0.154)
N (-0.574, -0.951, -1.218)
C (-0.154, -1.046, -2.552)
O (-0.835, -0.171, -3.416)
H (3.023, 0.486, 2.585)
H (1.827, -0.923, 2.980)
H (1.832, 0.736, 3.669)
H (0.560, 1.375, 1.980)
H (-0.597, -0.570, 1.503)
H (0.969, -1.218, 0.596)
H (0.445, 0.839, -1.019)
H (-1.689, 1.849, -0.936)
H (-2.495, 0.646, -0.087)
H (-1.337, 1.631, 0.830)
H (-1.467, -1.443, -0.915)
H (-0.340, -2.109, -2.803)
H (0.959, -0.843, -2.672)
H (-1.779, -0.077, -3.173)

Most stable pick: model A. Distance to second place: 0.158 eV.

Model A:
Computed, not measured: a 2-piece molecular cluster, C5H14N2O overall, with the ωB97M-V functional and the def2-TZVPD basis.

Output
**HOMO-LUMO gap**: 8.2 eV
**Structure (SMILES)**: C=C(CCN)NC.O
**Molecular weight**: 118.2 g/mol

Element x y z (Å)
C (1.502, -1.115, -0.897)
C (0.362, -0.889, -0.193)
C (0.528, -0.828, 1.342)
C (0.332, 0.712, 1.799)
N (1.035, 1.719, 0.938)
N (-0.917, -0.965, -0.734)
C (-2.140, -0.639, 0.056)
H (2.507, -0.978, -0.550)
H (1.370, -1.227, -1.992)
H (1.528, -1.316, 1.614)
H (-0.318, -1.445, 1.849)
H (-0.726, 0.927, 1.986)
H (0.954, 0.757, 2.743)
H (1.899, 1.393, 0.545)
H (0.548, 2.019, 0.076)
H (-0.924, -0.475, -1.629)
H (-2.279, 0.498, 0.281)
H (-2.121, -1.308, 0.976)
H (-2.949, -1.091, -0.476)
O (-0.200, 1.140, -2.436)
H (-0.636, 2.032, -2.454)
H (0.645, 1.080, -2.842)

Model B:
Computed, not measured: a 2-piece molecular cluster, C5H14N2O overall, with the ωB97M-V functional and the def2-TZVPD basis.

Output
**HOMO-LUMO gap**: 7.6 eV
**Structure (SMILES)**: CC(C)=C(N)N.CO
**Molecular weight**: 118.2 g/mol

Element x y z (Å)
C (2.292, -1.033, -0.684)
C (1.471, 0.079, -0.088)
C (2.130, 0.905, 0.987)
C (0.290, 0.456, -0.622)
N (-0.327, -0.210, -1.682)
N (-0.442, 1.538, -0.112)
H (3.352, -0.795, -0.613)
H (2.087, -1.185, -1.742)
H (2.132, -1.976, -0.153)
H (1.417, 1.164, 1.769)
H (2.559, 1.830, 0.590)
H (2.948, 0.347, 1.436)
H (-0.069, -1.183, -1.754)
H (-1.336, -0.138, -1.640)
H (0.132, 2.295, 0.227)
H (-1.238, 1.780, -0.685)
C (-2.658, -0.668, 1.107)
O (-3.026, -0.347, -0.274)
H (-1.726, -0.188, 1.399)
H (-2.638, -1.752, 1.246)
H (-3.438, -0.246, 1.745)
H (-3.913, -0.675, -0.458)

Model C:
Computed, not measured: a 3-piece molecular cluster, C5H14N2O overall, with the ωB97M-V functional and the def2-TZVPD basis.

Output
**HOMO-LUMO gap**: 8.1 eV
**Molecular weight**: 118.2 g/mol

Element x y z (Å)
C (1.842, -0.056, 0.068)
C (2.170, 0.187, -1.355)
O (1.737, 2.310, 0.590)
H (1.583, 2.472, 1.528)
H (2.490, 0.393, 0.799)
H (1.542, -1.060, 0.323)
H (1.386, -0.164, -2.024)
H (3.081, -0.390, -1.575)
H (2.376, 1.239, -1.532)
C (-0.914, -2.024, 0.730)
C (-2.653, -0.285, -0.031)
C (-1.217, -0.627, 0.268)
N (-0.501, 1.514, -0.270)
N (-0.284, 0.248, 0.143)
H (0.391, 2.099, 0.078)
H (-1.403, 1.891, 0.008)
H (0.092, -2.126, 1.129)
H (-1.599, -2.313, 1.531)
H (-3.056, 0.420, 0.706)
H (-3.282, -1.173, -0.015)
H (-2.738, 0.189, -1.014)
H (-1.042, -2.745, -0.086)

Most stable pick: model B. Distance to second place: 1.219 eV.